1.
Below is a structure of composition C3H8N3, with properties calculated with the ωB97M-V functional and the def2-TZVPD basis.

XYZ file:
```
14
Properties=species:S:1:pos:R:3:forces:R:3
C -1.402774 0.073241 -1.032848 1.38 0.89 -1.88
C 0.150114 -0.009818 -1.084228 -1.52 0.32 4.89
C 1.455033 -0.350034 1.428254 -1.94 1.88 3.92
N -0.887409 0.383954 1.238775 -3.49 1.96 6.96
N -1.780598 0.371140 0.321631 -1.93 0.93 -2.30
N 0.242941 0.099136 0.818479 6.09 -1.27 -8.00
H -1.738412 0.838576 -1.820997 0.10 -0.86 1.48
H -1.974177 -0.811304 -1.142619 -0.03 -1.48 -1.31
H 0.686772 -0.972479 -1.101815 -0.26 0.79 -0.91
H 0.579768 0.984245 -1.211250 0.45 -0.63 -0.95
H 1.598208 0.298991 2.398814 -0.60 -1.87 -1.19
H 2.390595 -0.214106 0.994642 1.01 0.60 -2.13
H 1.287238 -1.397396 1.534616 0.20 -1.09 1.05
H -2.708000 0.772354 0.496605 0.55 -0.16 0.37
```
Positions in Å, forces in eV/Å.

Summary:
Multiplicity ... 3
ΔE to the lowest compared entry with this formula, charge and spin ... 3.0403 eV
Molar mass ... 86.118 g/mol
Kohn-Sham gap (alpha / beta) ... 7.5 / 7.4 eV
HOMO level (alpha / beta) ... -11.4049 / -15.0025 eV
Charge ... +1
E_tot ... -7697.0203 eV

=====

2.
Below is a cluster of 3 separate species, C38H78BNO14 in total, with properties calculated with the ωB97M-V functional and the def2-TZVPD basis.

XYZ file:
```
132
Properties=species:S:1:pos:R:3:forces:R:3
C 5.326637 5.809481 3.740509 -0.23 -0.18 -0.18
C 4.687196 4.736060 3.229694 0.84 0.42 -0.06
C 5.312135 3.409289 2.935842 -1.33 -2.21 2.17
O 4.775696 2.368105 3.297895 0.78 1.22 -0.63
O 6.495622 3.343988 2.285645 -0.67 0.65 0.12
C 6.742233 4.283647 1.228446 0.88 -0.32 -0.58
C 6.045208 3.902934 -0.057751 -0.16 1.23 -0.16
C 4.542503 4.228942 -0.117813 -0.10 -1.51 -0.16
C 3.677526 2.965146 0.170387 0.25 0.51 -0.11
C 2.643645 2.743027 -0.923919 -0.61 0.08 0.51
C 1.856964 1.446015 -0.781524 0.03 -0.22 -0.24
C 2.708553 0.168058 -0.756383 0.28 1.03 0.32
C 3.890937 0.191675 -1.713395 -0.23 -0.69 -0.96
C 3.457498 0.195197 -3.185021 0.72 0.44 0.47
O 3.906410 1.437479 -3.798144 -0.82 -0.11 -0.62
C 3.034423 1.856915 -4.779120 -1.68 1.07 0.41
C 3.565520 1.670521 -6.171170 0.29 0.25 0.35
O 1.944192 2.356027 -4.518071 2.05 -1.10 -0.32
O 1.807820 -0.898420 -1.014323 0.18 -0.13 0.35
C 2.365311 -2.186042 -1.036589 -0.31 -0.53 0.07
O 3.307000 -2.417701 -0.026188 0.41 0.23 -0.12
C 1.241747 -3.252990 -1.000005 -0.13 0.14 -0.97
C -0.143653 -2.675203 -1.145291 -0.92 -0.31 0.96
C -0.632680 -1.905766 0.112049 0.80 0.50 -0.80
C -1.194825 -0.563255 -0.348311 -0.43 -0.43 0.76
C -1.725365 0.307465 0.782532 -0.16 0.83 0.09
C -2.808110 1.303070 0.323058 0.19 -0.57 -0.47
C -2.535184 1.909751 -1.064570 -0.72 0.67 0.28
C -2.843173 3.422779 -1.147615 0.84 -0.87 -0.42
C -2.023326 4.013672 -2.297494 0.23 0.28 0.33
C -0.548174 4.251709 -1.906173 -0.25 0.19 -0.22
O 1.418192 -4.161830 -2.084659 0.00 -0.15 0.45
C 2.553324 -5.000703 -1.939814 -0.15 -0.36 -0.56
B 2.384904 -6.328795 -2.806155 0.25 -0.35 0.04
N 3.574795 -7.034518 -3.273538 -0.20 1.29 -0.23
O 1.144733 -6.802730 -3.130924 -0.06 0.70 -0.25
H 5.217869 6.771822 3.249874 -1.29 0.46 1.03
H 5.959698 5.780566 4.618798 1.26 -0.39 -0.81
H 3.636065 4.839561 2.983312 0.22 0.16 -1.34
H 6.555332 5.313872 1.509384 -0.35 0.04 0.20
H 7.811331 4.233071 1.035308 0.17 -0.20 0.28
H 6.535149 4.503814 -0.828388 0.14 0.07 -0.02
H 6.260095 2.874059 -0.329663 -0.10 -0.24 0.14
H 4.314507 4.505304 -1.143944 -0.05 0.34 -0.05
H 4.261724 5.044480 0.542308 0.13 0.22 -0.02
H 4.343828 2.111758 0.252573 0.08 -0.18 0.04
H 3.196085 3.040115 1.145064 -0.21 -0.03 0.04
H 1.919415 3.557915 -0.854248 0.00 0.08 -0.09
H 3.065976 2.823472 -1.921396 0.28 -0.10 -0.07
H 1.130213 1.363116 -1.590828 0.03 0.07 -0.20
H 1.268631 1.467610 0.136705 -0.06 0.00 0.12
H 3.114508 0.111120 0.254633 0.05 -0.40 0.11
H 4.552085 1.033269 -1.555705 -0.06 0.27 0.16
H 4.517394 -0.688170 -1.582961 -0.03 -0.14 0.37
H 2.380679 0.088026 -3.282753 -0.11 0.03 -0.06
H 3.979250 -0.595562 -3.720339 -0.18 -0.21 -0.13
H 3.773581 0.616159 -6.338726 -0.11 -0.12 -0.07
H 4.525109 2.178995 -6.243458 0.11 0.05 0.01
H 2.890322 2.080322 -6.907974 -0.20 -0.07 -0.09
H 2.885153 -2.329828 -1.985425 0.30 0.02 0.00
H 2.865023 -2.457320 0.826103 -0.16 0.00 0.11
H 1.327860 -3.850969 -0.087442 -0.05 0.22 0.31
H -0.250456 -2.025640 -2.008067 0.36 0.02 -0.21
H -0.832527 -3.504990 -1.298604 0.08 -0.19 -0.20
H 0.240072 -1.709428 0.739007 -0.11 -0.01 0.33
H -1.367465 -2.464189 0.684383 -0.08 -0.14 0.04
H -1.999410 -0.787203 -1.051356 -0.09 0.12 -0.15
H -0.404789 -0.034328 -0.865240 -0.02 -0.02 -0.27
H -2.136304 -0.282628 1.602532 0.01 -0.21 0.02
H -0.920054 0.905209 1.217572 0.27 -0.16 0.05
H -2.936133 2.107381 1.044694 0.03 -0.03 0.23
H -3.740017 0.739306 0.280525 -0.25 0.14 0.03
H -1.504321 1.786195 -1.385857 0.16 -0.20 0.11
H -3.182407 1.422878 -1.792587 0.24 -0.21 -0.25
H -3.904762 3.586717 -1.303629 -0.19 0.13 0.24
H -2.495354 3.850238 -0.208107 -0.32 0.41 0.08
H -2.455702 4.959363 -2.616921 -0.10 0.06 -0.11
H -2.035511 3.334940 -3.148301 -0.26 -0.01 -0.16
H -0.269861 5.271986 -2.161825 0.17 0.08 0.03
H 0.139726 3.597623 -2.434155 0.06 -0.14 -0.01
H -0.392140 4.131655 -0.835181 0.01 -0.06 0.11
H 2.780257 -5.244068 -0.896577 -0.06 0.14 0.16
H 3.428005 -4.483114 -2.352545 0.22 0.05 0.25
H 4.385126 -6.462073 -3.061629 0.22 -0.26 0.09
H 3.571895 -7.081243 -4.288668 0.00 -0.65 0.00
H 1.156603 -7.272482 -3.967344 -0.11 -0.51 0.12
C -7.703010 -4.055502 -3.128214 0.09 -0.15 -0.09
O -6.447404 -4.648723 -2.884585 -0.07 0.19 0.29
C -5.351362 -3.790132 -3.152667 -0.06 -0.25 -0.07
C -4.220071 -4.010993 -2.172087 0.24 -0.03 -0.02
O -4.448678 -3.515028 -0.860870 -0.02 0.04 -0.02
C -5.416458 -4.174064 -0.058391 -0.09 0.11 0.11
C -5.019841 -5.558874 0.409825 -0.17 -0.11 -0.14
O -5.069293 -6.502665 -0.646631 0.23 0.13 -0.12
C -4.024467 -7.449950 -0.607946 -0.16 0.01 -0.01
H -7.899964 -3.984322 -4.203953 -0.07 0.11 0.01
H -8.461752 -4.689276 -2.671563 0.02 -0.05 -0.04
H -7.767614 -3.058963 -2.677514 0.00 0.02 -0.04
H -5.660543 -2.739533 -3.113100 -0.02 0.00 0.02
H -4.988405 -4.012276 -4.164871 0.12 0.18 -0.01
H -3.358914 -3.446939 -2.540413 -0.03 0.06 0.03
H -3.916432 -5.058363 -2.143754 -0.19 -0.08 -0.06
H -6.394614 -4.183275 -0.541425 0.03 -0.18 -0.10
H -5.512205 -3.549646 0.833698 0.06 0.01 0.00
H -5.724703 -5.882149 1.186779 0.10 0.11 0.15
H -4.011958 -5.509330 0.836905 0.00 -0.02 0.02
H -3.051306 -6.962118 -0.483553 0.01 -0.03 0.06
H -4.021152 -7.975598 -1.561502 -0.07 -0.03 0.02
H -4.180148 -8.175314 0.198295 0.12 -0.01 0.03
C 1.041087 2.147463 4.780752 -0.06 -0.05 -0.21
O -0.281046 1.822834 4.406634 -0.06 0.13 0.31
C -0.638709 0.476368 4.659161 0.02 0.12 -0.27
C -2.081354 0.367123 5.101291 -0.08 -0.10 -0.08
O -2.329929 0.811889 6.425123 -0.07 -0.08 0.06
C -2.240810 2.196630 6.710065 0.14 0.07 0.13
C -3.351934 3.044314 6.130560 0.14 0.14 -0.17
O -3.215707 3.201696 4.728088 -0.06 -0.32 -0.03
C -4.444836 3.178529 4.037299 0.14 0.10 0.00
H 1.764461 1.723014 4.076383 0.11 0.00 0.10
H 1.127708 3.233316 4.765998 0.00 0.00 -0.06
H 1.266011 1.797544 5.794250 0.04 -0.04 -0.02
H 0.004782 0.035365 5.428770 0.02 0.04 0.02
H -0.508002 -0.088812 3.726104 -0.02 -0.19 0.10
H -2.336852 -0.695216 5.112583 0.02 -0.02 0.05
H -2.752738 0.845303 4.384959 0.13 0.17 -0.04
H -1.259545 2.594635 6.445383 -0.06 0.06 -0.19
H -2.325958 2.263097 7.797697 -0.03 -0.04 0.01
H -3.306449 4.040647 6.589491 -0.11 -0.07 0.17
H -4.313213 2.579273 6.375565 -0.02 0.02 0.00
H -5.052964 2.318309 4.338511 -0.05 0.04 0.03
H -4.224030 3.083544 2.975553 0.03 0.06 -0.02
H -5.007270 4.104489 4.202286 -0.11 -0.06 0.00
```
Positions in Å, forces in eV/Å.

Summary:
Molar mass ... 783.847 g/mol
Kohn-Sham gap ... 8.7 eV
HOMO level ... -8.9548 eV
Structure (SMILES) ... C=CC(=O)OCCCCCC[C@H](CCOC(C)=O)O[C@@H](O)[C@@H](CCCCCCCCC)OCB(N)O.COCCOCCOC.COCCOCCOC
E_tot ... -71498.2200 eV